# C40H71BNO22S4

A 12-piece molecular cluster, C40H71BNO22S4 overall in a non-equilibrium geometry (wB97M-V/def2-TZVPD, the Open Molecules 2025 dataset).

```
139
Properties=species:S:1:pos:R:3:forces:R:3:lowdin_charge:R:1
O -1.859907 -1.293566 2.603972 -0.46 -0.24 0.07 0.14
C -1.569631 -0.734854 1.586134 0.45 0.18 0.53 -0.39
O -0.355495 -0.711940 1.069224 -0.01 0.06 -0.83 0.20
B -0.372412 0.098709 -0.182023 -0.83 -0.11 0.53 -0.88
O -1.760614 0.630234 -0.254353 -0.13 0.35 -0.37 0.24
C -2.472090 0.209832 0.761984 0.73 -0.54 0.94 -0.38
O -3.556330 0.527613 1.149934 -0.58 0.32 -0.64 0.14
O -0.038248 -0.663948 -1.379279 0.13 0.42 0.16 0.25
C 1.103275 -0.195754 -1.867354 -0.11 -1.35 0.53 -0.38
O 1.742489 -0.731542 -2.720182 0.38 0.44 -0.54 0.15
C 1.525421 0.995062 -1.011558 -0.17 0.79 -0.13 -0.39
O 0.609446 1.192403 -0.077385 0.32 -0.26 -0.29 0.23
O 2.496226 1.671379 -1.203684 0.36 0.11 0.12 0.13
C 1.270805 3.792078 -3.491132 0.43 -0.52 -0.09 0.00
C 2.703006 3.614224 -3.997741 -1.21 -0.40 -0.07 -0.47
O 2.845560 3.016102 -5.042134 0.77 0.05 0.04 0.05
C 3.793758 4.245590 -3.204985 0.14 0.40 0.19 -0.02
H 0.990761 4.844254 -3.516709 -0.16 -0.03 0.15 0.09
H 1.135538 3.378070 -2.491005 0.20 0.38 0.18 0.05
H 0.651935 3.178698 -4.143417 -0.16 0.31 -0.16 0.09
H 4.791517 4.080735 -3.606100 -0.08 -0.06 -0.16 0.09
H 3.764791 3.950984 -2.155139 -0.14 -0.28 -0.08 0.05
H 3.572805 5.314870 -3.161287 0.18 0.04 -0.10 0.08
C 2.911291 -1.297007 1.258319 0.88 -0.10 0.32 0.00
C 3.037296 -2.787621 1.007172 -0.49 0.41 -0.34 -0.49
O 3.569919 -3.545515 1.776729 0.28 0.02 0.31 0.07
C 2.346562 -3.295210 -0.233930 0.09 -0.99 0.37 0.00
H 3.161511 -0.745929 0.349902 -0.38 0.01 -0.13 0.07
H 3.632012 -0.973533 2.011976 -0.05 -0.18 0.10 0.09
H 1.911755 -1.084996 1.633455 -0.11 0.12 -0.28 0.08
H 1.286949 -3.037693 -0.229636 0.09 0.41 -0.25 0.06
H 2.394257 -4.384539 -0.162423 0.01 0.01 -0.17 0.09
H 2.847538 -3.001956 -1.155451 -0.13 0.35 0.03 0.08
C -1.239183 -4.165016 0.954587 0.57 0.20 0.60 -0.01
C -0.840246 -4.887812 -0.310776 0.00 0.52 0.16 -0.49
O -0.673933 -4.270961 -1.338026 0.02 -0.11 -0.12 0.06
C -0.682806 -6.372958 -0.247227 0.31 -0.82 -0.32 -0.02
H -2.317555 -4.084807 1.076187 -0.06 -0.22 -0.21 0.08
H -0.832005 -3.156430 0.996234 -0.03 0.02 -0.47 0.06
H -0.828385 -4.654169 1.838933 -0.21 -0.28 -0.05 0.08
H -1.668497 -6.829881 -0.130687 0.01 -0.01 0.07 0.09
H -0.056522 -6.755482 0.560478 -0.19 0.43 0.34 0.09
H -0.212214 -6.748590 -1.156962 -0.28 0.19 -0.18 0.08
C 3.875399 -2.492244 -6.762744 -0.66 -0.06 1.06 -0.03
C 3.284235 -1.093064 -6.879614 0.02 -0.40 -0.65 -0.50
O 2.474978 -0.884978 -7.755831 -0.03 0.38 0.17 0.06
C 3.686942 -0.086110 -5.842626 -0.09 0.35 0.04 -0.02
H 3.821007 -2.739951 -5.693495 0.26 -0.13 -0.08 0.08
H 4.905910 -2.632055 -7.080961 0.03 0.30 -0.13 0.08
H 3.205635 -3.183936 -7.267272 0.18 0.00 -0.28 0.08
H 4.725604 -0.259709 -5.564927 -0.03 0.03 0.20 0.06
H 3.040347 -0.180784 -4.963180 0.18 -0.40 0.11 0.08
H 3.540463 0.954831 -6.127800 0.07 -0.12 -0.42 0.07
C -2.336935 6.368785 0.211184 0.08 0.47 -0.15 -0.02
C -1.291274 5.583251 -0.524549 0.65 -0.40 -0.48 -0.49
O -0.575594 6.120060 -1.345307 0.02 0.13 0.27 0.06
C -1.207644 4.078336 -0.355179 -1.61 0.11 0.16 0.00
H -2.271012 6.388038 1.299137 0.14 -0.48 0.01 0.09
H -3.302011 5.945428 -0.074094 -0.12 0.19 0.12 0.09
H -2.229810 7.401508 -0.117219 -0.29 -0.01 -0.13 0.08
H -1.511741 3.619952 -1.299794 0.74 0.04 -0.26 0.10
H -2.033224 3.729761 0.270379 0.44 0.00 0.44 0.05
H -0.249258 3.730310 0.012949 0.08 -0.09 -0.16 0.07
C -3.966260 3.818539 2.138531 0.12 0.08 0.21 -0.03
C -4.291058 3.705101 3.611579 -0.12 0.32 -0.40 -0.49
O -4.900675 4.582634 4.179411 0.08 -0.28 0.33 0.06
C -3.772005 2.444740 4.259195 0.38 -0.43 0.09 -0.02
H -4.384753 4.708758 1.677514 -0.22 0.03 0.19 0.07
H -4.290262 2.917509 1.615893 0.20 -0.01 -0.05 0.08
H -2.877147 3.912106 2.090159 -0.01 -0.28 -0.15 0.07
H -3.406182 1.757643 3.494866 -0.33 -0.12 -0.02 0.06
H -4.535025 1.956254 4.862698 -0.08 0.08 -0.08 0.08
H -2.899094 2.595044 4.900636 -0.16 0.51 0.10 0.09
C 0.137214 -2.270186 -4.915444 -0.40 -0.29 -0.75 -0.06
C -1.205761 -2.796573 -5.168396 -0.04 0.05 -0.01 -0.28
N -2.246915 -3.222414 -5.399139 0.03 0.03 0.03 0.11
H 0.081396 -1.297823 -4.441734 0.10 -0.13 0.34 0.07
H 0.610321 -2.131953 -5.890635 0.10 -0.02 0.05 0.07
H 0.686870 -3.016662 -4.348648 0.12 0.30 0.29 0.09
C 6.103611 1.686032 -1.844272 1.21 0.33 -0.52 -0.21
C 5.569488 0.951087 -3.087892 -0.46 -0.59 -0.27 -0.21
C 6.254331 -0.420946 -3.186381 0.47 -0.43 0.53 -0.22
S 6.617430 -0.969396 -1.498124 -0.14 0.89 0.21 0.70
O 8.018182 -1.308893 -1.348207 -0.51 -0.15 -0.08 -0.34
O 5.569607 -1.888912 -1.088113 0.66 0.42 -0.13 -0.32
C 6.330665 0.677170 -0.727119 -0.68 -0.44 0.46 -0.20
H 5.503130 2.531155 -1.514070 -0.53 -0.33 -0.06 0.07
H 7.037785 2.185731 -2.127070 0.22 -0.33 0.13 0.12
H 5.850706 1.391101 -4.043815 -0.32 0.76 0.25 0.11
H 4.481391 0.895306 -3.035817 0.01 -0.24 -0.05 0.10
H 7.188241 -0.310170 -3.738387 0.21 -0.06 0.33 0.10
H 5.754940 -1.289256 -3.615053 -0.55 0.39 -0.12 0.09
H 7.116719 0.894314 -0.006630 0.33 -0.01 -0.37 0.10
H 5.428529 0.575217 -0.117825 -0.13 -0.20 -0.22 0.08
C 2.718238 3.920224 1.515597 -0.55 0.71 1.16 -0.23
C 4.145305 3.483179 1.218306 -0.25 -1.16 0.77 -0.22
C 4.985866 4.666899 0.757419 -0.86 0.06 -0.81 -0.18
S 3.790513 6.009778 0.324476 -0.62 -1.09 1.05 0.71
O 3.948050 6.428848 -1.045414 0.19 0.39 0.34 -0.33
O 3.800501 6.935723 1.445901 0.06 -0.12 -0.83 -0.33
C 2.307271 4.945824 0.487182 0.27 -0.02 -0.89 -0.22
H 2.688389 4.403422 2.500623 0.12 0.10 -0.07 0.12
H 2.002638 3.104597 1.623102 0.16 -0.18 -0.46 0.11
H 4.093318 2.629721 0.537016 0.21 0.48 -0.57 0.08
H 4.555272 3.017245 2.118991 0.14 0.29 0.07 0.12
H 5.482334 4.399437 -0.172777 0.45 0.35 0.13 0.08
H 5.624946 5.076768 1.531443 0.20 0.01 -0.14 0.10
H 2.137755 4.479896 -0.489103 0.25 0.02 -0.04 0.08
H 1.410137 5.530539 0.676141 0.24 0.26 0.35 0.10
C -4.060228 -3.890832 4.923285 -0.20 0.19 0.31 -0.21
C -4.937963 -5.146453 4.902948 -0.89 -0.21 -0.33 -0.23
C -3.976590 -6.301176 5.066116 1.36 0.25 0.85 -0.22
S -2.507588 -5.874641 4.070086 -0.15 0.15 -0.25 0.69
O -2.548353 -6.496545 2.758588 -0.11 0.11 0.54 -0.34
O -1.333511 -6.051057 4.901251 -0.39 0.06 -0.34 -0.33
C -2.918378 -4.100472 3.921395 -0.38 -0.37 0.41 -0.21
H -3.682993 -3.744272 5.938760 0.22 -0.19 -0.04 0.12
H -4.660721 -2.996380 4.751915 0.15 0.02 -0.36 0.09
H -5.554138 -5.220577 3.999941 0.43 0.03 -0.29 0.11
H -5.702934 -5.121029 5.682534 0.32 -0.03 0.29 0.12
H -4.201888 -7.361324 4.991214 -0.49 0.15 -0.58 0.11
H -3.531572 -6.184072 6.061309 -0.12 -0.12 0.06 0.10
H -3.279172 -3.928314 2.912285 0.13 -0.07 -0.10 0.07
H -2.017834 -3.524982 4.111658 -0.01 0.06 -0.04 0.10
C -7.021220 -2.477576 1.966435 0.18 -0.22 0.39 -0.22
C -8.356202 -1.711963 2.000585 -0.13 0.40 0.24 -0.21
C -8.358231 -0.946362 3.329086 1.37 -0.29 0.24 -0.21
S -6.609028 -0.399556 3.621804 -0.63 -1.05 -0.89 0.69
O -6.210019 -0.828906 4.947455 0.06 0.23 -0.32 -0.34
O -6.484269 0.975806 3.206271 0.11 -0.13 0.25 -0.32
C -5.903217 -1.520767 2.334248 -0.38 1.22 0.05 -0.21
H -6.744750 -2.918457 1.009621 -0.43 -0.11 -0.08 0.12
H -7.105691 -3.278448 2.707159 0.13 -0.11 -0.07 0.11
H -9.189599 -2.412897 2.024136 -0.03 -0.02 -0.21 0.11
H -8.521189 -1.021440 1.173500 0.29 -0.11 -0.17 0.12
H -8.519861 -1.682258 4.116243 -0.27 0.34 0.28 0.10
H -8.947451 -0.041568 3.426504 -0.30 -0.15 -0.09 0.10
H -4.940289 -1.909463 2.654387 -0.10 -0.15 0.14 0.09
H -5.743439 -0.874933 1.468976 0.26 0.18 0.18 0.09
```
Forces are in eV/Å.

Values from the calculation:
calculated total energy	-133190.7475	eV
HOMO-LUMO gap	9.0	eV
LUMO level	1.66	eV
maximum force	1.64	eV/A
HOMO energy	-7.3858	eV
total charge	-1

=====

# C2H7O4

A 3-piece molecular cluster, C2H7O4 overall in a non-equilibrium geometry (wB97M-V/def2-TZVPD, the Open Molecules 2025 dataset).

```
13
Properties=species:S:1:pos:R:3:forces:R:3:lowdin_charge:R:1
O 0.207870 0.984524 2.818969 -0.03 0.81 1.46 -0.04
C 0.040076 0.424658 1.752091 0.43 -1.19 -1.35 -0.83
O -0.022706 0.908248 0.599805 -0.36 1.07 -1.03 -0.12
C -0.069757 -1.090804 1.743240 0.00 -2.97 -0.72 -0.07
H 0.356524 -1.677331 0.817806 -0.60 1.63 1.34 0.08
H 0.495898 -1.523079 2.599733 -0.81 0.19 -0.23 0.05
H -1.162710 -1.411481 1.728159 1.24 0.40 0.46 0.07
H -1.132669 -0.702123 -2.827530 -1.22 0.84 -0.33 0.06
H -1.884930 0.616306 -3.180860 0.32 0.64 0.20 0.01
O -1.989981 -0.325832 -3.158961 0.92 -1.48 0.19 -0.08
H 1.190239 0.828906 -0.552264 0.37 0.38 0.17 -0.01
H 1.958306 1.922490 -1.267276 -0.33 3.74 -0.67 -0.05
O 2.013840 1.045520 -1.072912 0.08 -4.08 0.50 -0.09
```
Forces are in eV/Å.

Values from the calculation:
calculated total energy	-10379.1303	eV
HOMO-LUMO gap	8.3	eV
LUMO level	3.79	eV
maximum force	4.11	eV/A
HOMO energy	-4.5536	eV
ΔE to the lowest compared entry with this formula, charge and spin	0.9304	eV
total charge	-1